Density functional theory data (ωB97M-V/def2-TZVPD) for a 2-piece molecular cluster, C2H3N4O5S overall at a distorted geometry.

The geometry in XYZ format:
```
15
Properties=species:S:1:pos:R:3:mulliken_charge:R:1
C 1.159 -1.295 -0.999 0.588
C 3.114 1.388 -0.202 0.799
N 1.177 -0.342 -0.257 -0.009
N 0.399 0.384 0.598 -0.584
N -2.506 0.708 -0.400 -0.591
N -1.971 -0.611 -0.220 -0.295
O 1.353 -2.059 -1.890 -0.575
O 3.542 0.842 0.716 -0.402
O 2.756 2.003 -1.104 -0.420
O -0.361 -2.040 1.266 -0.647
O -1.484 -0.056 2.196 -0.654
S -0.759 -0.603 1.123 0.999
H -3.216 0.896 0.328 0.261
H -1.928 1.516 -0.185 0.271
H -1.274 -0.733 -0.971 0.260
```

* DFT total energy: -29155.2520 eV
* charge: -1
* gap between HOMO and LUMO: 7.68 eV

---

Density functional theory data (ωB97M-V/def2-TZVPD) for one molecule with the formula C5H7N.

The geometry in XYZ format:
```
13
Properties=species:S:1:pos:R:3:mulliken_charge:R:1
C 1.642 0.130 -0.070 -1.214
C 0.208 0.174 0.397 0.426
C -0.743 1.186 -0.148 -0.412
C -1.937 0.677 -0.601 -0.816
C -1.709 -0.717 -0.367 -0.044
N -0.541 -1.033 0.179 -0.068
H 2.220 -0.634 0.457 0.332
H 1.687 -0.073 -1.136 0.342
H 2.110 1.100 0.107 0.331
H -0.450 2.238 -0.130 0.366
H 0.123 0.454 1.461 0.179
H -2.383 -1.546 -0.582 0.379
H -0.226 -1.957 0.436 0.200
```

* structure (SMILES): C[C@H]1C=C=CN1
* DFT total energy: -6785.2898 eV
* gap between HOMO and LUMO: 7.51 eV

---

Density functional theory data (ωB97M-V/def2-TZVPD) for C20H21FeN2O3 as an isolated structure at a distorted geometry.

The geometry in XYZ format:
```
47
Properties=species:S:1:pos:R:3:mulliken_charge:R:1
O -4.723 -3.343 1.238 -0.428
C -4.212 -2.411 0.772 -0.007
Fe -3.002 -1.258 0.223 0.086
C -1.784 -2.306 -0.559 0.188
O -0.874 -2.955 -0.877 -0.334
C -1.895 -1.253 1.596 0.263
O -1.052 -1.364 2.401 -0.445
C -3.303 0.688 0.652 -0.238
C -2.382 1.826 1.163 -0.620
C -1.546 2.602 0.130 -1.204
C -0.423 1.780 -0.541 0.471
C -0.921 0.641 -1.293 -0.291
C -2.230 0.162 -1.519 -0.621
C -3.434 0.500 -0.764 -0.537
H -4.203 0.554 1.292 0.457
H -3.087 2.599 1.547 0.311
H -1.791 1.493 2.030 0.330
H -2.291 3.011 -0.601 0.452
H -1.047 3.483 0.576 0.517
H 0.232 2.440 -1.117 0.205
H -0.159 0.114 -1.885 0.211
H -2.383 -0.364 -2.489 0.318
H -4.390 0.587 -1.307 0.413
C 2.573 -1.631 -3.572 -0.672
C 2.674 -2.493 -2.465 -0.650
C 2.444 -1.977 -1.200 -0.952
C 2.151 -0.610 -1.064 0.710
C 1.827 -0.071 0.263 0.209
N 1.018 0.979 0.452 0.162
C 0.927 1.440 1.805 -0.379
C 2.083 1.115 2.751 -0.841
C 2.400 -0.352 2.690 -0.694
N 2.504 -0.666 1.264 -0.123
C 2.202 0.283 -2.149 -0.489
C 2.326 -0.261 -3.419 -0.393
H 2.691 -2.030 -4.569 0.348
H 2.862 -3.559 -2.598 0.343
H 2.405 -2.641 -0.324 0.249
H 0.759 2.524 1.763 0.258
H 0.020 0.979 2.258 0.010
H 2.983 1.706 2.542 0.349
H 1.762 1.334 3.771 0.420
H 3.351 -0.615 3.169 0.410
H 1.595 -0.957 3.149 0.236
H 3.053 -1.498 1.043 0.258
H 2.087 1.356 -1.955 0.389
H 2.205 0.418 -4.271 0.345
```

* expectation value of S²: 6.12
* spin multiplicity: 5
* DFT total energy: -64584.4678 eV
* charge: -1
* gap between HOMO and LUMO (spin up / spin down): 3.88 / 6.41 eV

---

Density functional theory data (ωB97M-V/def2-TZVPD) for C26H22Cl8F2O4 as an isolated structure at a distorted geometry.

The geometry in XYZ format:
```
62
Properties=species:S:1:pos:R:3:mulliken_charge:R:1
F 1.683 1.546 1.196 -0.566
C 1.573 1.104 -0.037 0.109
C 0.785 1.794 -0.952 -0.721
C 0.642 1.308 -2.263 -0.187
C 1.391 0.175 -2.743 -1.458
C 2.286 -0.386 -1.800 -0.231
C 2.336 0.063 -0.409 0.512
H 0.370 2.736 -0.626 0.929
H -0.001 1.901 -2.896 1.450
H 1.290 -0.206 -3.748 0.150
H 2.884 -1.211 -2.158 0.460
H 2.867 -0.574 0.283 -1.066
F 5.155 -2.589 1.278 -0.374
C 3.887 -3.135 1.334 0.046
C 3.773 -4.519 1.319 -0.251
C 2.484 -5.016 1.360 -0.548
C 1.390 -4.169 1.447 -0.678
C 1.483 -2.798 1.348 -0.489
C 2.774 -2.277 1.331 -0.112
H 4.642 -5.137 1.150 0.519
H 2.530 -6.095 1.350 0.352
H 0.396 -4.577 1.564 0.407
H 0.596 -2.186 1.414 0.595
H 2.997 -1.222 1.405 1.142
C -3.426 2.942 0.573 -0.784
C -2.290 3.571 0.063 -0.827
C -1.584 2.942 -0.910 0.991
C -2.055 1.731 -1.433 0.417
C -3.115 1.025 -0.836 -0.385
C -3.778 1.634 0.187 0.893
O -4.844 1.083 0.836 -0.591
O -0.467 3.595 -1.313 -0.425
H -4.055 3.327 1.361 0.388
H -2.141 4.544 0.507 0.375
H -1.605 1.187 -2.250 -0.963
H -3.211 -0.016 -1.109 0.236
H -4.959 1.339 1.755 0.414
H -0.359 4.548 -1.297 0.378
C -2.973 0.197 3.865 -0.519
C -1.708 0.809 3.733 -0.959
C -1.130 1.037 2.450 -0.153
C -1.679 0.334 1.388 0.206
C -2.906 -0.383 1.565 -0.589
C -3.588 -0.333 2.773 0.065
O -4.891 -0.758 2.941 -0.595
O -0.156 1.954 2.225 -0.719
H -3.526 0.315 4.785 0.429
H -1.281 1.352 4.563 0.380
H -1.340 0.426 0.367 1.120
H -3.389 -0.914 0.759 0.525
H -5.337 -1.083 2.155 0.367
H 0.400 1.488 1.596 0.232
C 5.417 -1.709 -1.187 0.486
Cl 4.195 -1.399 -2.450 -0.128
Cl 6.975 -0.975 -1.552 -0.105
Cl 4.618 -0.798 0.248 -0.198
Cl 5.546 -3.410 -0.811 -0.080
C -1.134 1.218 -5.128 0.490
Cl 0.001 0.262 -6.159 -0.121
Cl -2.599 1.680 -6.072 -0.106
Cl -1.690 0.194 -3.822 -0.070
Cl -0.149 2.515 -4.513 -0.067
```

* DFT total energy: -141105.9748 eV
* gap between HOMO and LUMO: 7.66 eV

---

What is the DFT total energy in the second record? -6785.2898 eV

---

DFT total energy of number 4 (C26H22Cl8F2O4)? -141105.9748 eV

---

What is the formula in the fourth record? C26H22Cl8F2O4

---

Which of these has the lowest DFT total energy? C26H22Cl8F2O4